[1]
{"formula": "C3H9NS2", "method": "ωB97M-V/def2-TZVPD", "elements": ["C", "C", "N", "C", "S", "S", "H", "H", "H", "H", "H", "H", "H", "H", "H"], "coordinates": [[-1.45, -0.82, 0.70], [0.00, -0.29, 0.54], [1.00, -1.29, 0.92], [0.03, 0.23, -0.94], [1.85, 0.98, -1.25], [1.43, 3.06, -1.97], [-2.07, -0.50, 1.47], [-1.99, -0.58, -0.22], [-1.42, -1.94, 0.68], [0.15, 0.52, 1.30], [0.97, -1.49, 1.85], [0.76, -2.19, 0.49], [-0.06, -0.73, -1.51], [-0.68, 1.03, -1.03], [1.46, 4.01, -1.03]], "spin_multiplicity": 1, "relative_energy_kcal_mol": 33.38, "homo_ev": -9.047, "orbital_gap_ev": 9.1}


[2]
{"formula": "C3H9NS2", "method": "ωB97M-V/def2-TZVPD", "elements": ["C", "N", "C", "C", "H", "H", "H", "H", "H", "H", "H", "S", "S", "H", "H"], "coordinates": [[-0.76, -1.92, -0.81], [-0.42, -0.77, -0.44], [0.94, -0.58, 0.06], [1.61, 0.60, -0.63], [-0.07, -2.77, -0.75], [-1.76, -2.10, -1.19], [0.84, -0.34, 1.13], [1.53, -1.50, -0.02], [2.58, 0.78, -0.18], [1.75, 0.42, -1.69], [0.99, 1.49, -0.49], [-2.77, 1.56, 0.54], [-1.45, 2.63, 1.75], [-1.81, 0.76, -0.01], [-1.22, 1.74, 2.73]], "spin_multiplicity": 1, "relative_energy_kcal_mol": 21.17, "homo_ev": -8.991, "orbital_gap_ev": 9.5}


[3]
{"formula": "C3H9NS2", "method": "ωB97M-V/def2-TZVPD", "elements": ["C", "C", "N", "C", "S", "S", "H", "H", "H", "H", "H", "H", "H", "H", "H"], "coordinates": [[1.43, 1.03, 1.03], [0.66, 0.50, -0.20], [1.38, -0.62, -0.80], [-0.76, 0.17, 0.24], [-1.75, -0.26, -1.27], [-2.83, -1.81, -0.36], [2.46, 0.69, 0.99], [1.50, 2.12, 1.00], [0.88, 0.87, 1.95], [0.58, 1.25, -1.00], [0.95, -0.80, -1.71], [1.31, -1.47, -0.27], [-0.74, -0.59, 1.03], [-1.38, 0.93, 0.72], [-3.66, -2.02, -1.35]], "spin_multiplicity": 1, "relative_energy_kcal_mol": 14.00, "homo_ev": -8.208, "orbital_gap_ev": 8.6}


[4]
{"formula": "C3H9NS2", "method": "ωB97M-V/def2-TZVPD", "elements": ["C", "C", "N", "C", "S", "S", "H", "H", "H", "H", "H", "H", "H", "H", "H"], "coordinates": [[-2.48, -1.87, 0.21], [-0.95, -1.31, 0.56], [0.11, -2.00, -0.08], [-0.71, 0.15, 0.28], [1.01, 0.28, -0.15], [1.06, 2.27, -0.36], [-3.01, -1.17, -0.54], [-2.49, -2.86, -0.10], [-2.95, -1.77, 1.15], [-0.90, -1.40, 1.63], [0.55, -2.73, 0.53], [-0.07, -2.32, -0.94], [-1.25, 0.34, -0.71], [-1.15, 0.90, 0.99], [2.21, 2.44, 0.33]], "spin_multiplicity": 1, "relative_energy_kcal_mol": 33.13, "homo_ev": -7.733, "orbital_gap_ev": 8.6}


[5]
{"formula": "C3H9NSi", "method": "ωB97M-V/def2-TZVPD", "elements": ["C", "C", "C", "N", "Si", "H", "H", "H", "H", "H", "H", "H", "H", "H"], "coordinates": [[-0.23, -0.80, 0.31], [-1.95, 0.96, -0.03], [-1.62, -0.47, 0.00], [1.26, 0.76, 0.14], [2.73, -0.05, 0.01], [0.31, -1.74, 0.15], [-1.42, 1.69, -0.76], [-1.94, 1.40, 0.88], [-3.00, 0.95, -0.29], [-1.80, -0.97, -1.08], [-2.31, -0.92, 0.91], [3.74, 0.55, 0.80], [3.53, 0.00, -1.34], [2.69, -1.36, 0.29]], "spin_multiplicity": 1, "relative_energy_kcal_mol": 169.85, "homo_ev": [-10.187, -8.966], "orbital_gap_ev": [10.0, 7.9]}


[6]
{"formula": "C3H9O", "method": "ωB97M-V/def2-TZVPD", "elements": ["O", "H", "C", "C", "C", "H", "H", "H", "H", "H", "H", "H", "H"], "coordinates": [[1.55, 1.45, 1.25], [2.19, 1.43, 0.55], [-0.12, 0.30, -1.38], [-0.96, -0.80, -0.67], [-0.64, -1.04, 0.79], [0.93, -0.01, -1.32], [-0.07, 1.25, -0.85], [-0.41, 0.13, -2.42], [-0.78, -1.69, -1.29], [-2.01, -0.57, -0.84], [-1.27, -1.87, 1.17], [0.37, -1.42, 0.87], [-0.86, -0.19, 1.42]], "spin_multiplicity": 1, "relative_energy_kcal_mol": 11.23, "total_charge": -1, "homo_ev": -2.075, "orbital_gap_ev": 6.3}


[7]
{"formula": "C3H9O", "method": "ωB97M-V/def2-TZVPD", "elements": ["C", "O", "H", "H", "H", "C", "C", "H", "H", "H", "H", "H", "H"], "coordinates": [[-0.94, 1.22, -1.86], [-0.37, 0.78, -0.70], [-1.05, 2.32, -1.98], [-0.34, 0.88, -2.75], [-1.95, 0.78, -2.04], [0.77, -0.36, 1.73], [0.56, -1.60, 0.87], [1.20, 0.42, 1.10], [1.42, -0.58, 2.59], [-0.17, 0.04, 2.10], [1.50, -1.96, 0.45], [0.10, -2.42, 1.43], [-0.09, -1.30, 0.04]], "spin_multiplicity": 1, "relative_energy_kcal_mol": 8.92, "total_charge": -1, "homo_ev": -1.983, "orbital_gap_ev": 6.6}


[8]
{"formula": "C3H9O2", "method": "ωB97M-V/def2-TZVPD", "elements": ["C", "O", "H", "H", "H", "C", "O", "C", "H", "H", "H", "H", "H", "H"], "coordinates": [[-1.26, 0.88, -1.91], [-1.84, 0.76, -0.61], [-1.61, 0.00, -2.53], [-0.21, 0.56, -1.92], [-1.54, 1.83, -2.36], [0.97, -0.68, 0.37], [0.39, 0.48, 0.68], [1.72, -1.34, 1.65], [1.79, -0.51, -0.44], [0.24, -1.42, 0.02], [-0.99, 0.56, -0.07], [2.60, -0.73, 1.94], [1.96, -2.39, 1.42], [1.19, -1.25, 2.60]], "spin_multiplicity": 1, "relative_energy_kcal_mol": 22.46, "total_charge": -1, "homo_ev": -3.041, "orbital_gap_ev": 7.5}


[9]
{"formula": "C3H9O2P", "method": "ωB97M-V/def2-TZVPD", "elements": ["C", "C", "C", "O", "O", "P", "H", "H", "H", "H", "H", "H", "H", "H", "H"], "coordinates": [[-0.48, -1.22, 0.81], [-0.41, -0.51, -2.10], [2.11, 1.29, 1.04], [1.66, -1.74, -0.66], [1.94, 2.34, 1.92], [0.55, -0.75, -0.55], [0.23, -1.25, 1.67], [-1.38, -0.78, 1.14], [0.35, -0.05, -2.66], [-0.63, -1.54, -2.71], [-1.25, 0.20, -1.96], [2.58, 1.55, 0.12], [1.42, 3.00, 1.50], [2.52, 0.40, 1.50], [-0.55, -2.36, 0.57]], "spin_multiplicity": 1, "relative_energy_kcal_mol": 79.62, "homo_ev": [-8.133, -7.816], "orbital_gap_ev": [7.7, 8.3]}


[10]
{"formula": "C3H9O2PS", "method": "ωB97M-V/def2-TZVPD", "elements": ["C", "O", "C", "P", "C", "O", "S", "H", "H", "H", "H", "H", "H", "H", "H", "H"], "coordinates": [[-2.38, 1.16, -0.01], [-1.10, 0.46, -0.24], [-0.11, 0.78, 0.53], [1.42, -0.28, 0.27], [1.12, -1.22, -1.30], [1.23, -1.32, 1.45], [3.27, 0.39, 0.44], [-3.10, 0.71, -0.67], [-2.32, 2.13, -0.52], [-2.81, 1.32, 0.96], [0.22, 1.77, 0.43], [-0.36, 0.62, 1.63], [1.89, -1.85, -1.71], [0.54, -2.14, -0.93], [0.47, -0.88, -2.08], [2.03, -1.64, 1.75]], "spin_multiplicity": 1, "relative_energy_kcal_mol": 32.41, "homo_ev": -8.583, "orbital_gap_ev": 9.3}


[11]
{"formula": "C3H9O3", "method": "ωB97M-V/def2-TZVPD", "elements": ["C", "C", "O", "C", "O", "H", "H", "H", "H", "H", "H", "H", "H", "H", "O"], "coordinates": [[-0.77, 0.53, -0.20], [-0.37, 1.55, 1.00], [-1.45, 2.56, 0.91], [0.20, -0.27, -1.08], [0.45, -1.54, -0.67], [-1.45, 0.99, -0.92], [-1.41, -0.18, 0.45], [-0.50, 1.13, 1.98], [0.62, 1.80, 0.63], [-2.30, 2.17, 0.72], [-0.21, -0.02, -2.02], [1.07, 0.48, -1.05], [2.09, -3.19, -0.63], [1.64, -2.69, 0.56], [2.38, -3.31, 0.32]], "spin_multiplicity": 1, "relative_energy_kcal_mol": 44.24, "total_charge": -1, "homo_ev": -3.073, "orbital_gap_ev": 6.9}


[12]
{"formula": "C3H9O3", "method": "ωB97M-V/def2-TZVPD", "elements": ["C", "O", "C", "C", "O", "H", "H", "H", "H", "H", "H", "H", "H", "H", "O"], "coordinates": [[0.54, -0.74, -0.19], [1.04, 0.54, -0.13], [-1.02, -0.77, 0.02], [-1.47, 0.73, -0.21], [-2.82, 0.91, 0.25], [0.76, -1.38, -1.06], [0.97, -1.23, 0.68], [-1.23, -1.02, 1.02], [-1.59, -1.55, -0.55], [-0.93, 1.35, 0.57], [-1.27, 1.14, -1.24], [-2.64, 1.61, 1.01], [3.98, 0.02, -0.55], [2.22, 0.33, 0.06], [3.48, 0.05, 0.31]], "spin_multiplicity": 1, "relative_energy_kcal_mol": 32.04, "total_charge": -1, "homo_ev": -3.851, "orbital_gap_ev": 7.4}


| no. | largest force on an atom (eV/Å) |
| --- | --- |
| 1 | 4.4 |
| 2 | 0.6 |
| 3 | 1.6 |
| 4 | 6.1 |
| 5 | 5.0 |
| 6 | 2.1 |
| 7 | 1.2 |
| 8 | 2.7 |
| 9 | 4.0 |
| 10 | 5.7 |
| 11 | 4.7 |
| 12 | 3.7 |